{
  "formula": "C4H10N2O2",
  "method": "ωB97M-V/def2-TZVPD",
  "symbols": ["C", "C", "O", "N", "H", "H", "H", "H", "H", "C", "C", "O", "N", "H", "H", "H", "H", "H"],
  "coordinates": [[1.214, 1.837, -0.128], [0.413, 1.740, -1.398], [0.883, 1.298, -2.425], [-0.855, 2.215, -1.309], [-1.507, 2.103, -2.065], [-1.199, 2.631, -0.462], [0.766, 2.268, 0.747], [2.038, 2.523, -0.358], [1.704, 0.891, 0.091], [-0.128, -2.164, -0.239], [-0.474, -1.371, 0.989], [-0.726, -0.186, 0.970], [-0.479, -2.077, 2.161], [-1.003, -2.162, -0.895], [0.071, -3.207, -0.052], [-0.807, -1.570, 2.968], [-0.614, -3.073, 2.169], [0.703, -1.696, -0.762]],
  "forces_ev_per_angstrom": [[1.448, 0.587, -0.438], [-0.391, 0.079, 0.483], [0.026, -0.288, -0.205], [-0.316, 0.269, 0.056], [0.198, 0.009, -0.173], [0.057, -0.260, 0.044], [-0.711, -0.212, 0.288], [0.032, -0.093, -0.133], [-0.294, -0.090, 0.060], [-0.510, 0.055, -0.408], [-0.100, -0.356, 0.265], [0.088, 0.240, -0.097], [-0.091, 0.021, 0.188], [0.119, 0.289, -0.085], [0.354, -0.268, 0.266], [-0.052, -0.013, 0.019], [0.167, 0.027, -0.090], [-0.024, 0.005, -0.041]],
  "smiles": "CC(N)=O.CC(N)=O",
  "e_lumo_ev": 0.78,
  "energy_ev": -11386.490,
  "de_lowest_ev": 0.4129,
  "orbital_gap_ev": 10.23,
  "charge": 0
}